No. 1
ORCA calculation (the ωB97M-V functional and the def2-TZVPD basis) on one molecule with the formula C4H7NO2.

Structure (XYZ):
```
14
Properties=species:S:1:pos:R:3:nbo_charge:R:1
O -0.5085 0.3123 -1.6724 -0.4857
O -0.5559 0.4192 0.7817 -0.5188
N 1.7799 0.6964 1.0609 -0.8177
C 0.8431 -1.4783 0.8499 -0.6266
C -1.0976 -0.0798 -0.4615 0.3288
C 0.6917 -0.1584 0.9437 0.4961
C -1.7607 0.8997 -1.3031 -0.1314
H 1.8204 -1.8061 0.5472 0.1967
H 2.6503 0.2731 0.7449 0.3893
H 1.6538 1.6343 0.7201 0.3830
H -1.6343 1.9093 -0.9424 0.1903
H 0.1044 -2.2031 1.1571 0.2162
H -1.3491 -1.1374 -0.4952 0.1879
H -2.6376 0.7189 -1.9311 0.1918
```

As for the HOMO energy: -8.21 eV. Its SMILES is C=C(N)O[C@H]1CO1. For the LUMO energy, the calculation gives 1.025 eV. Its charge is 0. The value obtained for the gap between HOMO and LUMO is 0.339 hartree. As for the energy relative to the best compared isomer or geometry (same formula, charge and spin): 76.7 kcal/mol.



No. 2
ORCA calculation (the ωB97M-V functional and the def2-TZVPD basis) on a 2-piece molecular cluster, C4H7NO2 overall.

Structure (XYZ):
```
14
Properties=species:S:1:pos:R:3:nbo_charge:R:1
O 0.5435 -2.2335 0.2159 -0.6200
O 2.1532 0.0762 0.2410 -0.6901
N -1.2002 0.7128 -0.2360 -0.3685
C -1.2937 -0.6625 -0.1381 -0.3150
C 0.0080 -1.1290 0.1861 0.4596
C -0.0308 1.2480 0.0211 0.0184
C 0.8056 0.1414 0.5618 -0.0469
H 0.6459 0.2109 1.6625 0.2091
H -2.1664 -1.1792 -0.5056 0.2244
H 0.2172 0.3530 -2.5683 -0.0144
H 0.1400 2.3148 0.0015 0.2197
H -0.1665 -0.2854 -2.5194 0.0022
H 2.3324 -0.8818 0.2007 0.4961
H -1.9969 1.2747 -0.5121 0.4254
```

As for the HOMO energy (alpha / beta): -7.92 / -7.92 eV. For the LUMO energy (alpha / beta), the calculation gives 0.140 / 0.140 eV. Its charge is 0. The value obtained for the gap between HOMO and LUMO (alpha / beta) is 0.296 / 0.296 hartree. As for the energy relative to the best compared isomer or geometry (same formula, charge and spin): 80.7 kcal/mol.